178
Properties=species:S:1:pos:R:3:forces:R:3 method="wB97M-V/def2-TZVPD" charge=+1 homo_energy_ev=-9.65 largest_force_ha_per_bohr=0.08942 energy_ha=-4915.0434
C -3.2985 3.4212 -4.1463 -0.9127 1.6082 -1.6648
C -2.8640 2.6801 -3.2061 0.9630 -1.6657 1.4168
C -1.5814 1.9512 -3.3081 0.4548 0.9750 1.4319
C -1.6437 0.5153 -2.8325 0.5807 0.6445 -0.9515
C -2.7394 -0.2327 -3.6461 -0.5163 0.7808 0.1683
Cl -2.9295 0.2901 -5.3615 0.2471 -0.0214 -0.0673
C -4.1480 -0.1668 -3.0652 -0.1433 -1.2231 0.3859
C -4.7661 -1.5622 -2.9320 0.3491 0.3410 0.1654
C -0.2520 -0.1786 -2.9784 0.4581 -0.4053 -0.1228
P 0.1357 -0.6775 -4.7493 -0.5197 0.1734 -0.8684
C 1.4148 0.3747 -5.5264 -0.5321 -0.3626 -0.1739
C 0.8383 -2.3731 -4.6129 -1.1087 0.4089 0.1262
C -0.2744 -3.3918 -4.7838 0.6902 -0.2151 0.2987
C 0.8284 0.4456 -2.0967 0.4695 0.3637 1.3161
C 1.4797 1.7644 -2.6029 -0.1236 -0.4881 0.3031
C 1.7243 2.7994 -1.5660 -0.0420 0.5516 -1.0010
F 2.6300 2.3611 -0.6467 0.2142 -0.3015 1.0608
P 2.3749 -0.6405 -1.8679 0.8451 -0.8043 -2.1229
N 3.1652 -0.7651 -3.2078 0.1917 0.0624 -0.0515
N 0.2679 0.7352 -0.7194 1.4532 -0.7010 -0.8684
I 0.9828 -0.2397 0.9071 0.0258 0.0046 0.5558
C -0.9985 1.1289 -0.6406 -0.1039 0.2214 -0.3843
N -1.2946 2.0522 0.1867 -0.6089 0.7462 0.7409
C -2.6082 2.6174 0.3910 0.1594 0.9357 0.8782
C -3.0895 2.4795 1.7982 0.5541 0.3440 0.6549
C -2.2030 3.1043 2.8961 -0.4895 -0.8391 -0.6202
C -2.1849 2.1714 4.0744 0.7697 0.2981 -0.6437
O -1.2618 1.1090 3.7180 -0.2665 1.2314 -0.8524
C -1.3652 -0.0160 4.3983 2.1647 -0.0692 -2.0930
C -0.3876 -1.0239 3.9438 0.4405 0.1146 0.0303
O -2.1370 -0.2209 5.2359 -3.1063 -0.4885 3.3549
N -2.0081 0.5826 -1.3940 -0.7371 -1.1341 -1.0897
C -2.2873 -0.7360 -0.7755 -0.1836 -0.1174 0.7908
C -3.0049 -0.6028 0.5421 -0.0769 -0.1806 -0.2958
C -4.4053 -0.0757 0.4102 -0.5621 -0.3546 0.2423
O -4.9994 0.2191 1.6405 -0.5088 -0.0889 0.9662
H -4.3289 3.6601 -4.1850 -0.7003 1.0573 0.0333
H -2.6143 3.7718 -4.8776 0.0860 -0.1055 -1.2502
H -3.4440 2.5713 -2.3285 -0.7203 -0.7353 0.6334
H -1.1597 2.0218 -4.2805 0.1289 -0.1166 -1.0472
H -0.8934 2.5151 -2.6914 0.5164 -0.0229 0.5284
H -2.4359 -1.2475 -3.7222 0.2656 -0.9244 -0.1510
H -4.7957 0.3800 -3.6970 -0.3882 0.8480 -0.6361
H -4.1980 0.2997 -2.1048 0.2806 0.4223 0.3718
H -4.0259 -2.3405 -2.9109 0.4386 -0.4718 -0.0897
H -5.2948 -1.6353 -2.0084 -0.6441 -0.1378 0.5924
H -5.4419 -1.7733 -3.7260 -0.5219 -0.2492 -0.6752
H -0.4228 -1.1604 -2.5609 -0.0841 -0.6837 0.2230
H 2.3953 -0.0247 -5.4692 0.9619 -0.1459 0.5661
H 1.1677 0.3413 -6.5680 -0.3390 -0.0576 -0.7712
H 1.3733 1.4086 -5.2583 0.0665 0.5589 0.3647
H 1.5773 -2.5398 -5.3682 0.6967 0.1629 -0.3197
H 1.2192 -2.5359 -3.6339 0.8454 -0.0388 0.7171
H 0.0649 -4.2897 -4.3083 0.1155 -0.8318 0.1715
H -1.1612 -3.1113 -4.2540 -0.7961 0.2665 0.0843
H -0.4604 -3.6251 -5.8096 -0.4491 0.0901 -0.6589
H 2.4539 1.5443 -2.9948 0.5568 -0.3351 -0.6192
H 0.9455 2.2500 -3.3924 -0.3822 -0.0117 -0.4912
H 0.8313 3.1881 -1.1165 -0.4756 0.0219 0.7026
H 2.1782 3.6213 -2.0816 0.3519 0.7345 -0.2479
H 2.0437 -1.9277 -1.4154 -0.3635 0.2935 0.7317
H 3.2535 0.0316 -1.0170 -0.7495 0.2091 0.7960
H 3.2638 -1.7308 -3.4833 0.0097 -0.0147 -0.3602
H -0.5412 2.4157 0.7493 0.1657 0.0907 0.1993
H -3.3174 2.2404 -0.2945 -0.2549 -0.6277 -0.6961
H -2.5332 3.6667 0.1782 0.2701 0.7437 -0.2622
H -4.0316 2.9787 1.8391 -0.8744 0.2304 0.0018
H -3.2907 1.4635 2.0545 -0.0844 -0.5262 0.0298
H -2.6661 4.0259 3.1632 0.0238 0.8839 0.4238
H -1.1945 3.2720 2.5628 0.5984 0.3408 -0.0961
H -1.7983 2.6336 4.9573 0.0286 0.2688 0.7120
H -3.1848 1.8280 4.2072 -0.5926 -0.6265 0.6222
H -0.8619 -1.6865 3.2576 -0.3921 -0.6684 -0.4430
H -0.0325 -1.5515 4.8001 0.2291 -0.5596 0.4850
H 0.4214 -0.5580 3.4314 0.6988 0.3114 -0.0829
H -1.4022 -1.3001 -0.5533 0.8793 -0.2442 -0.1921
H -2.8751 -1.3847 -1.3925 -0.2697 0.1117 -0.7640
H -2.4050 -0.0687 1.2569 0.1854 0.3898 0.3807
H -3.0857 -1.6018 0.9221 0.0030 -0.7180 0.4466
H -4.9994 -0.8210 -0.0868 -0.2637 -0.4484 -0.4787
H -4.4758 0.8057 -0.1980 0.0676 0.4829 -0.2237
H -5.4935 -0.5406 1.9929 0.3369 0.1594 -0.1728
C -4.1212 1.2319 7.9818 -0.2183 -0.0962 -0.0038
C -5.2196 1.8347 7.1478 0.0935 0.0507 -0.2689
O -4.9790 2.6034 6.2174 0.0776 -0.0272 0.1226
N -6.4977 1.5040 7.4519 0.2071 -0.0103 0.0184
C -6.9725 0.6219 8.5041 -0.2226 0.2237 -0.3028
H -3.1627 1.5865 7.6262 0.0339 -0.0001 -0.0659
H -4.2341 1.5363 9.0203 0.1130 -0.0988 0.0675
H -4.1318 0.1434 7.9074 -0.0383 0.0000 0.0680
H -7.1801 1.9427 6.8540 -0.0295 -0.0003 0.0161
H -7.5396 -0.1995 8.0638 0.0300 -0.0805 0.1033
H -7.6303 1.1748 9.1756 0.0313 -0.0811 0.1071
H -6.1465 0.2155 9.0752 0.0583 0.0177 -0.0038
C -0.8501 -0.3859 -8.8429 0.0421 -0.0349 0.1088
C 0.4862 -0.9273 -9.2926 0.1073 -0.1559 0.1203
O 1.1760 -1.6225 -8.5538 -0.0389 0.0799 0.0849
N 0.9015 -0.6190 -10.5408 -0.1893 0.0855 0.0895
C 0.2274 0.1866 -11.5505 0.3551 -0.1934 0.0769
H -1.0356 -0.7182 -7.8245 0.0582 -0.0466 0.0170
H -0.8424 0.7050 -8.8540 -0.1276 0.0064 -0.1126
H -1.6488 -0.7592 -9.4839 -0.0468 0.1441 -0.0374
H 1.7990 -1.0144 -10.7733 0.0003 0.0063 -0.0538
H 0.0629 -0.4176 -12.4414 -0.0812 0.1172 -0.0813
H 0.8638 1.0268 -11.8190 -0.1198 0.0666 -0.1542
H -0.7255 0.5565 -11.1888 -0.0195 -0.0524 0.0880
C 4.4526 -0.2592 -13.8329 -0.0686 0.0193 -0.0023
C 3.5974 0.8730 -13.3138 -0.0540 0.0342 -0.0856
O 2.4545 1.0531 -13.7056 0.0398 -0.0470 0.0522
N 4.1467 1.6974 -12.3833 0.0915 -0.1898 -0.0205
C 5.4773 1.6406 -11.8014 -0.3563 0.3029 0.0685
H 3.8780 -0.8205 -14.5614 -0.0805 0.0359 -0.0166
H 5.3484 0.1282 -14.3182 0.0730 -0.0587 0.0696
H 4.7382 -0.9291 -13.0210 0.1217 0.0171 -0.0215
H 3.5259 2.4314 -12.0812 0.0277 0.0397 -0.0071
H 5.3991 1.5225 -10.7198 0.1286 -0.0675 0.0095
H 6.0076 2.5706 -12.0099 0.1307 -0.0638 0.0046
H 6.0460 0.8121 -12.2063 -0.0131 -0.0350 -0.0356
C 4.6871 -4.7972 0.7441 -0.0868 -0.0515 -0.0525
C 3.8101 -3.6893 1.2666 -0.1264 -0.0748 -0.0514
O 2.6705 -3.5107 0.8347 -0.0050 0.2739 0.0312
N 4.3224 -2.8969 2.2294 0.1298 -0.0906 -0.1871
C 5.6408 -2.9644 2.8439 -0.2477 0.5823 -0.0095
H 4.1416 -5.3431 -0.0183 -0.0741 0.0310 -0.0135
H 5.5953 -4.3892 0.3000 0.0724 -0.0570 0.0734
H 4.9487 -5.4841 1.5488 0.1091 0.0321 0.0066
H 3.6889 -2.1805 2.5441 0.0237 -0.0028 0.0957
H 5.5258 -3.1239 3.9091 0.1301 -0.1516 0.0506
H 6.1605 -2.0181 2.6779 0.1168 -0.0841 -0.0539
H 6.2267 -3.7730 2.4267 -0.0292 -0.0647 -0.0057
C 5.3151 -3.7483 6.8518 -0.0316 -0.0240 -0.0990
C 4.3167 -4.5545 6.0524 0.0216 -0.1140 -0.0676
O 4.5383 -4.9085 4.9025 -0.0364 0.0147 0.1087
N 3.1486 -4.8808 6.6593 0.0781 0.1602 0.1014
C 2.7102 -4.5557 8.0069 -0.1994 -0.2514 -0.3367
H 6.1918 -3.5697 6.2383 0.0096 -0.0451 -0.0588
H 4.8899 -2.7868 7.1415 0.0189 -0.0219 0.1214
H 5.6218 -4.2945 7.7434 -0.0260 0.0810 0.0725
H 2.5300 -5.4191 6.0733 -0.0028 -0.0368 0.0231
H 2.5169 -5.4753 8.5600 0.0276 0.0597 0.1276
H 1.7852 -3.9792 7.9622 0.0250 0.0651 0.1286
H 3.4601 -3.9784 8.5342 0.0443 0.0151 -0.0136
C -3.1778 -2.9469 3.9634 -0.1451 -0.2358 -0.0761
C -4.4895 -3.6678 3.7467 -0.3180 0.3847 -0.2120
O -5.4642 -3.0937 3.2675 0.2926 0.0032 -0.0153
N -4.5608 -4.9716 4.0896 0.1548 -0.0241 0.0554
C -3.5218 -5.8112 4.6624 -0.4326 -0.0879 -0.1079
H -3.2904 -1.9179 3.6473 -0.1624 0.0915 -0.0113
H -2.8971 -2.9529 5.0159 0.1150 -0.0060 -0.0172
H -2.3942 -3.4170 3.3675 0.0884 -0.0820 0.1045
H -5.4642 -5.3845 3.9139 0.0169 -0.0181 0.0219
H -3.3285 -6.6552 3.9998 0.1328 -0.0210 0.0422
H -3.8548 -6.1978 5.6257 0.1269 -0.0175 0.0565
H -2.6027 -5.2548 4.8039 0.0089 0.0566 -0.0128
C 7.9439 3.1411 1.8403 -0.0370 -0.0062 0.0462
C 6.6791 2.9367 2.6410 -0.0051 0.0010 0.0989
O 6.6894 2.8178 3.8535 0.0160 -0.0286 0.0018
N 5.5023 2.8867 1.9556 0.2103 0.0265 -0.1430
C 5.2765 3.0025 0.5246 -0.1696 -0.0595 0.4965
H 8.7858 3.1575 2.5233 -0.0218 -0.0088 0.0877
H 8.0852 2.3256 1.1303 -0.0005 0.0735 -0.0934
H 7.9101 4.0900 1.3044 0.0128 -0.0514 -0.1039
H 4.7024 2.7497 2.5521 -0.0187 0.0184 -0.0007
H 4.6166 3.8491 0.3312 0.0417 -0.0020 -0.1811
H 4.7928 2.0959 0.1674 0.0603 0.0136 -0.2065
H 6.2065 3.1460 -0.0134 0.0669 0.0072 0.0532
C -0.6656 4.6607 10.0688 -0.0306 -0.0582 -0.0071
C -1.7321 3.8897 9.3264 -0.0907 -0.0142 -0.0490
O -2.3483 2.9727 9.8445 0.0928 0.0755 0.0860
N -1.9936 4.2572 8.0404 0.1740 -0.0135 0.1316
C -1.3700 5.3131 7.2648 -0.3724 -0.2955 -0.0785
H -0.5782 4.2532 11.0699 -0.0575 -0.0675 0.0168
H 0.2979 4.5650 9.5670 0.0124 0.1178 -0.0102
H -0.9355 5.7144 10.1430 0.0938 0.0348 -0.0529
H -2.7203 3.7114 7.5997 -0.0872 0.1012 -0.0423
H -2.1275 6.0332 6.9516 0.0972 0.1063 -0.0193
H -0.9074 4.8887 6.3708 0.1045 0.1181 -0.0094
H -0.6111 5.8281 7.8422 0.0222 -0.0061 0.0363